Entry from the Open Molecules 2025 dataset: C20H17BIIrN3O2S as an isolated structure in a non-equilibrium geometry (ωB97M-V with the def2-TZVPD basis set).

The calculation puts the HOMO energy (spin up / spin down) at -10.75 / -14.09 eV. Its expectation value of S² is 8.815. The energy above the lowest of the compared OMol25 structures with the same formula, charge and spin comes out at 209.19 kJ/mol. The total charge is +2. The total energy is -52010.3275 eV. As for the spin multiplicity: 6. The LUMO energy (spin up / spin down) comes out at -6.02 / -10.03 eV. For the largest force on an atom, the calculation gives 5.49 eV/A.

Last column: Mulliken spin population.
CARTESIAN COORDINATES (ANGSTROEM)
Ir  -0.24  -0.62  0.34  1.72
I  -1.97  -2.62  -0.49  0.17
C  0.01  -2.39  -1.67  0.16
C  0.30  -3.57  -2.38  0.18
C  1.50  -3.77  -3.08  -0.01
C  2.31  -2.67  -3.25  0.25
C  1.86  -1.38  -2.87  -0.09
C  2.50  -0.19  -3.30  0.46
C  2.28  1.04  -2.70  0.22
C  1.45  1.14  -1.59  0.19
C  0.61  0.09  -1.31  0.33
C  0.75  -1.24  -1.99  0.23
H  -0.41  -4.40  -2.30  0.01
H  1.75  -4.69  -3.48  0.00
H  3.26  -2.71  -3.82  0.00
H  3.20  -0.21  -4.17  0.01
H  2.84  1.88  -3.12  0.02
H  1.44  1.96  -0.91  0.03
O  -0.48  2.45  0.07  0.14
B  -0.88  1.16  -0.68  -0.02
O  -1.86  1.42  -1.65  0.07
C  -1.99  2.83  -1.67  0.27
C  -2.53  3.63  -2.69  -0.06
C  -2.51  5.07  -2.54  0.22
C  -1.73  5.60  -1.52  0.17
C  -1.00  4.80  -0.64  -0.04
C  -1.14  3.43  -0.68  0.23
H  -2.99  3.18  -3.57  0.00
H  -3.08  5.74  -3.18  0.00
H  -1.68  6.69  -1.38  0.01
H  -0.31  5.24  0.10  0.00
C  0.43  -3.85  5.74  0.00
C  -0.53  -3.43  4.63  0.00
C  -0.52  -2.04  4.01  0.01
N  -1.02  -1.96  2.76  0.01
N  -0.62  -0.84  2.21  0.03
C  -0.22  0.15  3.11  0.00
N  0.37  1.33  2.75  0.08
S  0.02  -0.56  4.69  0.00
H  0.67  -4.88  5.65  0.00
H  0.04  -3.70  6.75  0.00
H  1.42  -3.34  5.60  0.00
H  -1.59  -3.53  4.95  0.00
H  -0.42  -4.08  3.79  0.00
H  0.04  1.87  1.95  -0.01
H  0.67  1.92  3.58  0.00

Entry from the Open Molecules 2025 dataset: C20H17Br6N3O6 as an isolated structure in a non-equilibrium geometry (ωB97M-V with the def2-TZVPD basis set).

The calculation puts the HOMO energy at -9.78 eV. The energy above the lowest of the compared OMol25 structures with the same formula, charge and spin comes out at 3.51 kJ/mol. The total charge is 0. The total energy is -458016.7245 eV. As for the spin multiplicity: 1. The LUMO energy comes out at -0.85 eV. For the largest force on an atom, the calculation gives 1.29 eV/A.

Last column: natural (NBO) charge in e.
CARTESIAN COORDINATES (ANGSTROEM)
C  7.71  -20.81  -15.57  -0.48
Br  8.35  -20.09  -17.26  0.09
Br  8.98  -22.00  -14.67  0.08
Br  5.95  -21.63  -15.69  0.10
H  7.54  -19.98  -14.90  0.22
C  -1.87  -24.63  -10.52  -0.47
Br  -1.05  -25.35  -12.16  0.07
Br  -3.46  -23.60  -10.97  0.08
Br  -0.65  -23.52  -9.49  0.11
H  -2.21  -25.49  -9.97  0.21
C  -1.41  -31.19  -8.63  -0.17
C  -1.12  -30.41  -9.77  -0.21
C  -0.86  -29.06  -9.62  -0.18
C  -0.80  -28.52  -8.33  0.01
C  -1.08  -29.29  -7.23  -0.18
C  -1.42  -30.64  -7.37  -0.21
N  -0.29  -27.16  -8.17  0.53
O  -0.41  -26.65  -7.08  -0.37
O  0.23  -26.62  -9.13  -0.39
H  -1.72  -32.20  -8.83  0.22
H  -1.16  -30.85  -10.75  0.22
H  -0.63  -28.51  -10.52  0.25
H  -0.98  -28.94  -6.21  0.25
H  -1.66  -31.25  -6.51  0.23
C  3.88  -19.33  -17.53  -0.18
C  3.03  -19.09  -16.48  -0.20
C  3.32  -18.11  -15.54  -0.21
C  4.47  -17.36  -15.68  0.08
C  5.37  -17.61  -16.72  -0.22
C  5.07  -18.61  -17.63  -0.21
N  4.77  -16.31  -14.72  0.52
O  3.98  -16.13  -13.81  -0.38
O  5.76  -15.63  -14.90  -0.38
H  3.57  -20.01  -18.32  0.22
H  2.11  -19.66  -16.38  0.23
H  2.64  -17.98  -14.71  0.25
H  6.29  -17.05  -16.75  0.25
H  5.72  -18.91  -18.44  0.22
C  4.17  -24.58  -10.80  -0.18
C  4.88  -24.23  -11.92  -0.22
C  4.26  -23.50  -12.94  -0.20
C  2.95  -23.13  -12.80  0.08
C  2.19  -23.56  -11.71  -0.21
C  2.79  -24.33  -10.73  -0.21
N  2.30  -22.36  -13.85  0.52
O  2.98  -21.68  -14.61  -0.39
O  1.08  -22.41  -13.91  -0.37
H  4.66  -25.15  -10.02  0.22
H  5.90  -24.58  -12.03  0.22
H  4.82  -23.25  -13.82  0.24
H  1.13  -23.36  -11.74  0.25
H  2.12  -24.59  -9.92  0.24

Entry from the Open Molecules 2025 dataset: C20H17BrF2N6O2Tc as an isolated structure in a non-equilibrium geometry (ωB97M-V with the def2-TZVPD basis set).

The calculation puts the HOMO energy (spin up / spin down) at -13.03 / -12.95 eV. Its expectation value of S² is 0.778. The energy above the lowest of the compared OMol25 structures with the same formula, charge and spin comes out at 56.51 kJ/mol. The total charge is +2. The total energy is -111710.2854 eV. As for the spin multiplicity: 2. The LUMO energy (spin up / spin down) comes out at -8.09 / -8.38 eV. For the largest force on an atom, the calculation gives 1.36 eV/A.

Last column: Mulliken spin population.
CARTESIAN COORDINATES (ANGSTROEM)
Tc  -0.12  -0.32  0.37  1.05
Br  6.74  7.24  1.56  0.00
C  4.98  6.93  2.11  0.00
C  4.59  5.64  2.47  0.00
C  3.30  5.40  2.87  0.00
C  2.39  6.47  2.90  0.00
C  2.79  7.77  2.57  0.00
C  4.08  8.00  2.16  0.00
N  1.05  6.35  3.30  0.00
N  0.50  5.30  3.50  0.01
C  0.50  3.99  3.19  -0.01
C  0.42  3.03  4.22  0.02
C  0.34  1.69  3.94  -0.01
C  0.27  1.27  2.61  -0.01
O  0.16  0.01  2.25  -0.04
C  0.29  2.22  1.56  0.00
N  0.20  1.69  0.31  0.01
C  0.23  2.52  -0.73  0.00
C  0.33  3.90  -0.57  0.00
C  0.41  4.44  0.69  0.01
C  0.41  3.59  1.80  0.00
H  5.32  4.84  2.45  0.00
H  3.01  4.41  3.18  0.00
H  2.07  8.57  2.65  0.00
H  4.41  8.99  1.89  0.00
H  0.45  3.38  5.24  0.00
H  0.31  0.96  4.74  0.00
H  0.16  2.06  -1.71  0.00
H  0.33  4.52  -1.45  0.00
H  0.47  5.52  0.81  0.00
F  0.34  -0.96  -1.73  0.00
C  1.46  -0.67  -0.84  -0.06
F  2.15  0.32  -1.40  0.00
H  2.07  -1.58  -0.80  0.00
C  -5.41  -1.46  -1.37  0.00
N  -4.30  -0.81  -0.68  0.01
C  -4.45  0.30  0.24  0.01
C  -3.00  0.61  0.58  0.00
O  -2.60  1.46  1.34  0.01
N  -2.19  -0.28  -0.12  0.00
C  -3.01  -1.07  -0.86  0.01
N  -2.57  -2.02  -1.68  0.00
H  -6.33  -1.20  -0.87  0.00
H  -5.30  -2.54  -1.33  0.00
H  -5.47  -1.13  -2.41  0.00
H  -5.01  0.03  1.13  0.00
H  -4.93  1.16  -0.23  0.00
H  -1.59  -2.09  -1.89  0.00
H  -3.20  -2.55  -2.25  0.00

Entry from the Open Molecules 2025 dataset: C20H17BrN7O8P2Pd as an isolated structure in a non-equilibrium geometry (ωB97M-V with the def2-TZVPD basis set).

The calculation puts the HOMO energy (spin up / spin down) at -4.55 / -5.47 eV. Its expectation value of S² is 2.092. The total charge is -1. The total energy is -139930.3015 eV. As for the spin multiplicity: 3. The LUMO energy (spin up / spin down) comes out at 1.88 / 0.84 eV. For the largest force on an atom, the calculation gives 1.89 eV/A.

Last column: Mulliken spin population.
CARTESIAN COORDINATES (ANGSTROEM)
Pd  0.14  0.04  0.06  0.00
N  3.29  0.95  3.00  0.00
C  1.99  0.23  3.08  0.00
C  1.71  -0.28  4.47  0.00
P  0.65  1.49  2.64  0.00
O  1.48  2.43  1.61  0.00
O  0.37  2.26  3.86  0.00
O  -0.48  0.82  1.89  0.00
P  2.18  -1.09  1.80  0.00
O  2.70  -2.32  2.74  0.00
O  3.33  -0.60  0.99  0.00
O  0.92  -1.57  1.14  0.00
H  3.12  1.94  2.80  0.00
H  3.73  0.48  2.12  0.00
H  3.87  0.83  3.84  0.00
H  1.53  0.56  5.14  0.00
H  2.53  -0.90  4.84  0.00
H  0.82  -0.89  4.44  0.00
H  1.33  2.26  0.65  0.00
H  3.06  -2.98  2.15  0.00
Br  -8.41  0.96  -2.86  0.01
C  -6.83  1.34  -3.85  0.17
C  -5.80  0.41  -3.87  -0.09
C  -4.64  0.72  -4.53  0.19
C  -4.47  1.98  -5.16  -0.03
C  -5.56  2.87  -5.18  0.17
C  -6.72  2.56  -4.52  -0.08
N  -3.31  2.37  -5.71  0.48
N  -2.25  1.63  -5.70  0.59
C  -1.52  1.17  -4.71  0.04
C  -0.57  0.16  -5.00  0.16
C  0.12  -0.50  -4.02  -0.09
C  -0.05  -0.18  -2.65  0.22
O  0.52  -0.83  -1.70  0.16
C  -0.90  0.93  -2.35  0.07
N  -0.95  1.28  -1.04  0.05
C  -1.64  2.35  -0.68  -0.06
C  -2.34  3.12  -1.60  0.07
C  -2.34  2.76  -2.94  -0.01
C  -1.61  1.64  -3.34  0.00
H  -5.90  -0.53  -3.35  0.00
H  -3.83  0.01  -4.58  0.01
H  -5.44  3.82  -5.69  0.00
H  -7.55  3.24  -4.52  0.00
H  -0.44  -0.12  -6.04  0.00
H  0.82  -1.28  -4.27  -0.01
H  -1.62  2.62  0.37  -0.01
H  -2.87  4.00  -1.27  0.01
H  -2.85  3.38  -3.66  0.00
O  1.79  1.76  -0.97  0.00
N  3.00  1.45  -0.66  0.00
C  3.85  2.39  -0.28  0.00
C  5.04  2.03  0.36  0.00
N  5.97  1.83  1.01  0.00
C  3.64  3.78  -0.41  0.00
N  3.48  4.90  -0.62  0.00

Entry from the Open Molecules 2025 dataset: the molecule C20H17BrO4 in a non-equilibrium geometry (ωB97M-V with the def2-TZVPD basis set).

The calculation puts the HOMO energy at -7.94 eV. The energy above the lowest of the compared OMol25 structures with the same formula, charge and spin comes out at 176.02 kJ/mol. The total charge is 0. The total energy is -99243.5567 eV. As for the spin multiplicity: 1. The LUMO energy comes out at -0.92 eV. For the largest force on an atom, the calculation gives 5.48 eV/A. The structure (SMILES) is COc1cc(OC)cc(C(=O)/C=C/C2=Cc3cc(Br)ccc3OC2)c1.

Last column: natural (NBO) charge in e.
CARTESIAN COORDINATES (ANGSTROEM)
C  0.60  5.12  -3.95  -0.25
O  1.01  5.23  -2.61  -0.51
C  0.71  4.17  -1.80  0.30
C  0.45  4.43  -0.42  -0.30
C  0.02  3.40  0.40  0.33
O  -0.26  3.62  1.75  -0.54
C  -1.14  4.73  2.29  -0.22
C  -0.04  2.08  -0.20  -0.24
C  0.30  1.77  -1.56  -0.13
C  0.32  0.42  -2.16  0.48
O  1.12  0.21  -3.12  -0.53
C  -0.13  -0.76  -1.49  -0.27
C  -0.45  -1.99  -2.10  -0.10
C  -0.92  -3.29  -1.37  -0.04
C  -0.88  -3.42  0.03  -0.16
C  -1.29  -4.74  0.51  -0.16
C  -0.96  -5.01  1.82  -0.18
C  -1.33  -6.27  2.41  -0.09
Br  -0.94  -6.57  4.29  0.04
C  -1.98  -7.25  1.62  -0.22
C  -2.32  -6.96  0.29  -0.25
C  -1.99  -5.68  -0.25  0.34
O  -2.15  -5.56  -1.59  -0.47
C  -1.68  -4.34  -2.16  -0.10
C  0.75  2.90  -2.29  -0.22
H  1.44  4.79  -4.51  0.18
H  0.40  6.14  -4.31  0.19
H  -0.32  4.62  -4.00  0.19
H  0.76  5.36  0.00  0.23
H  -0.54  5.42  2.75  0.18
H  -1.70  5.16  1.50  0.19
H  -1.78  4.41  3.09  0.19
H  -0.37  1.36  0.47  0.21
H  -0.07  -0.84  -0.40  0.21
H  -0.52  -1.92  -3.13  0.21
H  -0.47  -2.72  0.73  0.22
H  -0.39  -4.32  2.41  0.22
H  -2.22  -8.19  2.14  0.23
H  -2.82  -7.64  -0.36  0.23
H  -2.53  -3.81  -2.52  0.19
H  -1.09  -4.64  -3.03  0.20
H  1.22  2.80  -3.31  0.24

Entry from the Open Molecules 2025 dataset: the molecule C20H17Cl2N3O6S in a non-equilibrium geometry (ωB97M-V with the def2-TZVPD basis set).

The calculation puts the HOMO energy at -8.90 eV. The energy above the lowest of the compared OMol25 structures with the same formula, charge and spin comes out at 140.83 kJ/mol. The total charge is 0. The total energy is -73650.1678 eV. As for the spin multiplicity: 1. The LUMO energy comes out at -0.46 eV. For the largest force on an atom, the calculation gives 1.74 eV/A. The structure (SMILES) is O=C(OCc1nnc(-c2ccccc2)o1)c1cc(S(=O)(=O)N2CCOCC2)c(Cl)cc1Cl.

Last column: natural (NBO) charge in e.
CARTESIAN COORDINATES (ANGSTROEM)
O  2.11  -2.62  -0.60  -0.56
C  1.22  -2.06  -0.03  0.77
O  1.20  -1.87  1.30  -0.50
C  2.35  -2.31  2.00  -0.12
C  3.60  -1.67  1.49  0.44
N  4.80  -2.12  1.60  -0.28
N  5.61  -1.22  1.02  -0.28
C  4.86  -0.26  0.58  0.43
C  5.29  0.92  -0.13  -0.05
C  4.36  1.87  -0.57  -0.19
C  4.79  2.99  -1.25  -0.21
C  6.14  3.18  -1.50  -0.20
C  7.07  2.24  -1.06  -0.21
C  6.65  1.12  -0.38  -0.18
O  3.55  -0.49  0.86  -0.41
C  0.01  -1.47  -0.67  -0.14
C  -0.75  -0.52  0.02  -0.14
C  -1.86  0.05  -0.55  -0.38
S  -2.79  1.29  0.38  2.34
O  -2.91  2.47  -0.40  -0.92
O  -2.19  1.38  1.68  -0.94
N  -4.28  0.53  0.44  -0.69
C  -5.45  1.38  0.41  -0.26
C  -6.66  0.49  0.11  -0.07
O  -6.78  -0.53  1.08  -0.52
C  -5.63  -1.34  1.12  -0.07
C  -4.38  -0.51  1.44  -0.26
C  -2.25  -0.31  -1.83  0.02
Cl  -3.63  0.41  -2.52  0.08
C  -1.52  -1.25  -2.54  -0.26
C  -0.39  -1.83  -1.96  0.01
Cl  0.46  -2.99  -2.87  0.08
H  2.47  -3.40  1.91  0.23
H  2.18  -2.04  3.05  0.23
H  3.31  1.71  -0.38  0.22
H  4.07  3.72  -1.59  0.22
H  6.47  4.06  -2.03  0.22
H  8.12  2.39  -1.26  0.22
H  7.35  0.37  -0.03  0.24
H  -0.46  -0.22  1.02  0.27
H  -5.30  2.13  -0.36  0.24
H  -5.59  1.88  1.38  0.19
H  -7.58  1.07  0.16  0.20
H  -6.55  0.05  -0.89  0.17
H  -5.81  -2.08  1.90  0.20
H  -5.49  -1.84  0.15  0.17
H  -3.48  -1.13  1.38  0.22
H  -4.46  -0.08  2.44  0.20
H  -1.82  -1.54  -3.53  0.25